(1)
Computed, not measured: a molecular structure, C40H36IrN4P2, with wB97M-V/def2-TZVPD.

The geometry in XYZ format:
```
83
Properties=species:S:1:pos:R:3:lowdin_charge:R:1
Ir -0.07 0.06 -0.25 0.996
C -2.19 3.79 0.36 -0.109
N -1.33 2.62 0.16 -0.463
P -0.98 1.87 -1.35 0.840
C -2.57 1.95 -2.23 -0.326
C -2.96 3.10 -2.91 -0.085
C -4.22 3.18 -3.48 -0.059
C -5.10 2.12 -3.38 -0.064
C -4.72 0.96 -2.71 -0.063
C -3.46 0.89 -2.13 -0.100
C 0.09 2.96 -2.27 -0.378
C 0.17 2.83 -3.66 -0.090
C 1.05 3.62 -4.38 -0.063
C 1.86 4.54 -3.72 -0.066
C 1.79 4.66 -2.34 -0.063
C 0.91 3.87 -1.61 -0.088
P -1.17 1.32 1.23 0.786
C -0.13 1.89 2.59 -0.352
C 0.51 3.13 2.55 -0.092
C 1.36 3.50 3.59 -0.062
C 1.59 2.64 4.65 -0.064
C 0.96 1.40 4.69 -0.064
C 0.10 1.04 3.67 -0.109
C -2.78 1.05 2.01 -0.321
C -3.66 0.15 1.39 -0.093
C -4.93 -0.05 1.90 -0.064
C -5.33 0.64 3.03 -0.065
C -4.47 1.53 3.66 -0.062
C -3.19 1.73 3.15 -0.075
H -1.91 4.56 -0.35 0.085
H -2.03 4.18 1.37 0.080
H -3.24 3.55 0.23 0.087
H -2.28 3.94 -3.00 0.110
H -4.52 4.09 -4.00 0.112
H -6.08 2.18 -3.83 0.111
H -5.41 0.13 -2.63 0.109
H -3.17 0.00 -1.59 0.043
H -0.46 2.12 -4.18 0.114
H 1.12 3.52 -5.45 0.110
H 2.55 5.15 -4.28 0.109
H 2.42 5.37 -1.82 0.109
H 0.87 3.94 -0.54 0.087
H 0.36 3.79 1.71 0.090
H 1.84 4.47 3.56 0.113
H 2.25 2.93 5.45 0.111
H 1.13 0.73 5.52 0.110
H -0.42 0.08 3.72 0.105
H -3.33 -0.40 0.52 0.061
H -5.60 -0.75 1.42 0.108
H -6.33 0.49 3.43 0.111
H -4.78 2.06 4.54 0.111
H -2.52 2.42 3.64 0.110
N 0.96 -1.21 1.16 -0.010
C 0.07 -2.17 1.77 -0.226
C 0.31 -2.79 2.95 0.000
C -0.57 -3.79 3.43 -0.044
C -1.64 -4.18 2.68 -0.008
C -1.91 -3.55 1.43 -0.139
C -2.95 -3.95 0.56 0.017
C -3.09 -3.32 -0.64 -0.020
C -2.25 -2.22 -0.95 -0.131
N -1.33 -1.78 -0.13 -0.055
C -1.09 -2.50 1.02 -0.170
H 1.39 -0.60 1.86 0.092
H 1.75 -1.67 0.70 0.110
H 1.21 -2.55 3.52 0.128
H -0.37 -4.27 4.37 0.115
H -2.29 -4.98 3.01 0.123
H -3.60 -4.77 0.84 0.128
H -3.83 -3.62 -1.36 0.116
H -2.37 -1.69 -1.88 0.107
N 1.52 0.75 -0.92 -0.203
C 2.73 0.38 -0.30 -0.466
C 3.45 -0.72 -0.80 -0.085
C 4.65 -1.09 -0.21 -0.093
C 5.14 -0.41 0.90 -0.106
C 4.43 0.68 1.39 -0.092
C 3.24 1.08 0.79 -0.070
H 3.05 -1.25 -1.66 0.107
H 5.20 -1.93 -0.61 0.104
H 6.07 -0.71 1.36 0.099
H 4.81 1.23 2.24 0.103
H 2.70 1.94 1.16 0.092
```

Computed properties:
* HOMO: -9.3 eV
* net charge: +1
* gap between HOMO and LUMO: 6.10 eV
* calculated total energy: -2551.8056 hartree
* relative energy (zero: lowest compared OMol25 entry of this formula, charge and spin): 1.024 eV
* LUMO level: -0.1159 hartree

***

(2)
Computed, not measured: 2 unconnected molecules or ions with the total composition C6H13N at a distorted geometry, with wB97M-V/def2-TZVPD.

The geometry in XYZ format:
```
20
Properties=species:S:1:pos:R:3:lowdin_charge:R:1
C -1.83 -0.81 -0.07 -0.038
C -0.88 -0.89 0.90 -0.293
N -0.42 -2.07 1.43 -0.114
C -0.15 -2.04 2.90 -0.100
H -2.41 -1.74 -0.33 0.062
H -2.25 0.16 -0.33 0.036
H -0.36 0.02 1.29 0.120
H -0.95 -2.88 1.10 0.122
H 0.15 -3.04 3.26 0.078
H 0.67 -1.32 3.08 0.079
H -1.03 -1.70 3.46 0.071
C 2.16 1.04 -1.46 -0.023
C 0.85 1.34 -1.56 -0.233
C 0.35 2.61 -2.25 -0.129
H 2.50 0.11 -1.01 0.041
H 2.93 1.74 -1.84 0.057
H 0.05 0.64 -1.23 0.059
H -0.18 3.30 -1.57 0.068
H 1.17 3.19 -2.73 0.068
H -0.38 2.35 -3.03 0.069
```

Computed properties:
* HOMO: -8.1 eV
* gap between HOMO and LUMO: 9.20 eV
* calculated total energy: -291.0926 hartree
* relative energy (zero: lowest compared OMol25 entry of this formula, charge and spin): 1.799 eV
* SMILES: C=CNC.C=CC
* LUMO level: 0.0407 hartree

***

(3)
Computed, not measured: a single C3H4N2O molecule, with wB97M-V/def2-TZVPD.

The geometry in XYZ format:
```
10
Properties=species:S:1:pos:R:3:lowdin_charge:R:1
O -1.92 0.51 0.25 0.032
C -0.59 0.19 0.34 -0.499
C 0.53 1.13 0.19 0.052
C 1.50 0.23 -0.34 -0.197
N 1.05 -1.02 -0.63 0.074
N -0.21 -1.05 -0.32 0.031
H -1.93 1.44 0.02 0.090
H -0.26 0.05 1.41 0.181
H 2.53 0.45 -0.59 0.078
H -0.71 -1.93 -0.33 0.161
```

Computed properties:
* HOMO: -9.0 eV
* gap between HOMO and LUMO: 8.52 eV
* calculated total energy: -301.3191 hartree
* relative energy (zero: lowest compared OMol25 entry of this formula, charge and spin): 4.575 eV
* LUMO level: -0.0183 hartree

***

(4)
Computed, not measured: a molecular structure, C20H18F6N5O7PRu at a distorted geometry, with wB97M-V/def2-TZVPD.

The geometry in XYZ format:
```
58
Properties=species:S:1:pos:R:3:lowdin_charge:R:1
Ru 0.36 0.31 0.43 1.637
O 2.72 0.83 3.91 0.241
C 2.18 0.45 2.81 -0.449
O 1.06 -0.05 2.69 0.022
C 3.04 0.63 1.59 -0.145
C 4.36 1.07 1.59 0.089
C 5.01 1.25 0.38 0.062
C 4.33 1.00 -0.82 0.082
C 3.02 0.56 -0.71 -0.117
N 2.40 0.38 0.44 -0.004
C 2.11 0.23 -1.99 -0.442
O 2.63 0.30 -3.05 0.429
O 0.94 -0.10 -1.64 -0.035
H 2.15 0.77 4.71 0.195
H 4.86 1.26 2.54 0.154
H 6.04 1.58 0.35 0.149
H 4.79 1.13 -1.78 0.150
O -1.84 3.81 -3.07 0.072
C -2.97 3.02 -3.16 -0.200
N -3.90 3.39 -2.15 0.305
C -4.32 2.79 -0.99 -0.316
O -5.23 3.23 -0.35 0.276
C -3.62 1.57 -0.42 -0.065
C -4.40 0.77 0.43 0.072
C -3.78 -0.21 1.19 0.038
C -2.40 -0.34 1.10 -0.065
N -1.67 0.40 0.26 -0.096
C -2.25 1.34 -0.48 -0.055
H -1.43 4.05 -3.91 0.151
H -2.72 1.94 -3.10 0.159
H -3.49 3.17 -4.13 0.200
H -4.16 4.38 -2.17 0.215
H -5.46 0.95 0.51 0.151
H -4.34 -0.82 1.88 0.141
H -1.86 -1.03 1.74 0.131
H -1.61 1.95 -1.11 0.100
F 0.02 2.21 1.60 -0.286
P 0.59 3.62 0.61 0.294
F 1.10 4.66 -0.41 -0.031
F 0.60 4.47 1.89 -0.024
F 0.55 2.41 -0.68 -0.270
F -0.96 3.81 0.29 -0.107
F 2.05 2.98 0.90 -0.123
N -0.32 -7.15 0.21 0.214
C 0.73 -6.41 -0.09 -0.528
O 1.81 -6.75 -0.48 0.123
C 0.55 -4.88 0.08 -0.089
C -0.27 -4.16 -0.77 0.035
C -0.33 -2.78 -0.61 -0.125
N 0.37 -2.14 0.31 -0.023
C 1.17 -2.83 1.12 -0.106
C 1.30 -4.22 1.04 0.048
H -0.23 -8.16 0.15 0.147
H -1.19 -6.79 0.56 0.125
H -0.85 -4.64 -1.55 0.136
H -0.96 -2.19 -1.27 0.110
H 1.74 -2.29 1.86 0.103
H 1.97 -4.74 1.70 0.143
```

Computed properties:
* HOMO (alpha / beta): -16.3 / -16.3 eV
* net charge: +3
* gap between HOMO and LUMO (alpha / beta): 6.19 / 2.55 eV
* calculated total energy: -2607.9254 hartree
* <S²>: 8.794
* relative energy (zero: lowest compared OMol25 entry of this formula, charge and spin): 1.995 eV
* multiplicity: 6
* LUMO level (alpha / beta): -0.3728 / -0.5062 hartree

***

(5)
Computed, not measured: a single C4H8O2 molecule at a distorted geometry, with wB97M-V/def2-TZVPD.

The geometry in XYZ format:
```
14
Properties=species:S:1:pos:R:3:lowdin_charge:R:1
O 0.46 -0.58 -1.51 -0.154
C 1.30 0.17 -0.65 -0.218
C 0.43 0.74 0.48 -0.205
C -0.98 0.86 -0.02 -0.065
C -0.63 -0.20 0.97 -0.254
O -0.57 -1.60 0.49 -0.045
H 0.04 -1.25 -0.82 0.066
H 1.79 0.98 -1.21 0.124
H 2.07 -0.50 -0.27 0.118
H 0.92 1.42 1.19 0.137
H -0.77 0.39 -1.08 0.126
H -1.68 1.66 0.22 0.107
H -0.92 -0.23 2.02 0.142
H -1.46 -1.87 0.21 0.122
```

Computed properties:
* HOMO: -9.5 eV
* gap between HOMO and LUMO: 10.37 eV
* calculated total energy: -307.6012 hartree
* relative energy (zero: lowest compared OMol25 entry of this formula, charge and spin): 3.027 eV
* SMILES: OC[C@H]1C[C@H]1O
* LUMO level: 0.0300 hartree

***

(6)
Computed, not measured: a molecular structure, C3H5Cl2N2 at a distorted geometry, with wB97M-V/def2-TZVPD.

The geometry in XYZ format:
```
12
Properties=species:S:1:pos:R:3:lowdin_charge:R:1
C 1.27 0.29 -0.05 -0.128
C 1.91 1.31 -0.12 -0.572
C 0.90 -1.10 -0.11 -0.816
N -0.26 -1.46 -0.37 0.094
N -1.62 0.62 0.25 0.188
Cl 2.70 2.74 -0.10 0.826
Cl 2.26 -2.09 0.09 0.841
H -1.01 -0.39 -0.15 0.059
H -0.51 -2.51 -0.40 0.180
H -2.51 0.11 0.42 0.140
H -1.68 1.28 -0.47 0.093
H -1.46 1.20 1.01 0.094
```

Computed properties:
* HOMO: -14.3 eV
* net charge: +1
* gap between HOMO and LUMO: 9.99 eV
* calculated total energy: -1146.8699 hartree
* relative energy (zero: lowest compared OMol25 entry of this formula, charge and spin): 2.777 eV
* LUMO level: -0.1565 hartree

***

Copy entry 3 word for word.
Computed, not measured: a single C3H4N2O molecule, with wB97M-V/def2-TZVPD.

The geometry in XYZ format:
```
10
Properties=species:S:1:pos:R:3:lowdin_charge:R:1
O -1.92 0.51 0.25 0.032
C -0.59 0.19 0.34 -0.499
C 0.53 1.13 0.19 0.052
C 1.50 0.23 -0.34 -0.197
N 1.05 -1.02 -0.63 0.074
N -0.21 -1.05 -0.32 0.031
H -1.93 1.44 0.02 0.090
H -0.26 0.05 1.41 0.181
H 2.53 0.45 -0.59 0.078
H -0.71 -1.93 -0.33 0.161
```

Computed properties:
* HOMO: -9.0 eV
* gap between HOMO and LUMO: 8.52 eV
* calculated total energy: -301.3191 hartree
* relative energy (zero: lowest compared OMol25 entry of this formula, charge and spin): 4.575 eV
* LUMO level: -0.0183 hartree

***

Question: The lowest calculated total energy belongs to which entry?
Answer: C20H18F6N5O7PRu

***

Question: Which of these has the lowest relative energy (zero: lowest compared OMol25 entry of this formula, charge and spin)?
Answer: C40H36IrN4P2